#A
Molecular formula: C6H7N
Method: DFT, ωB97M-V/def2-TZVPD

Element x y z (Å)
C (2.13, 0.25, 0.11)
C (0.67, -0.06, 0.02)
C (0.18, -1.12, -0.70)
N (-1.21, -1.20, -0.72)
C (-1.64, -0.03, -0.12)
C (-0.49, 0.69, 0.29)
C (-1.79, 1.15, 0.77)
H (2.61, -0.39, 0.74)
H (2.66, 0.13, -0.88)
H (2.21, 1.24, 0.54)
H (0.73, -1.96, -1.13)
H (-1.81, -1.88, -1.18)
H (-1.99, 1.06, 1.91)
H (-2.24, 2.11, 0.34)

Summary:
gap between HOMO and LUMO: 8.59 eV
total charge: 0
SMILES: Cc1c[nH]c2c1C2
spin multiplicity: 1

---

#B
Molecular formula: C6H7N
Method: DFT, ωB97M-V/def2-TZVPD

Element x y z (Å)
C (3.38, 0.87, -0.04)
C (2.43, 0.13, 0.00)
N (1.58, -0.83, -0.27)
C (0.33, -0.77, 0.00)
C (-0.96, -1.45, -0.03)
C (-0.83, -0.06, 0.57)
C (-1.48, 0.96, -0.34)
H (4.14, 1.40, 0.49)
H (-1.49, -1.62, -0.99)
H (-1.06, -2.19, 0.76)
H (-0.87, 0.00, 1.68)
H (-1.48, 2.02, -0.08)
H (-2.45, 0.70, -0.37)
H (-1.23, 0.85, -1.37)

Summary:
gap between HOMO and LUMO: 9.16 eV
total charge: 0
SMILES: C#C/N=C1/C[C@@H]1C
spin multiplicity: 1

---

Verdict on stability: #B comes out at the bottom.

---

#A
Molecular formula: C6H7N
Method: DFT, ωB97M-V/def2-TZVPD

Element x y z (Å)
H (-1.85, 1.50, -1.60)
N (-2.11, 1.35, -0.60)
C (-1.31, 0.63, 0.05)
C (-0.81, 0.22, 1.32)
C (0.01, -0.06, 0.08)
C (0.08, -1.49, -0.51)
C (1.42, 0.48, 0.01)
C (2.42, 1.16, -0.01)
H (-0.31, 0.95, 1.86)
H (-1.27, -0.69, 1.79)
H (-0.88, -2.04, -0.76)
H (0.79, -2.19, 0.02)
H (0.48, -1.48, -1.45)
H (3.33, 1.66, -0.21)

Summary:
gap between HOMO and LUMO: 9.96 eV
total charge: 0
SMILES: [H]/N=C1/C[C@]1(C)C#C
spin multiplicity: 1

---

#B
Molecular formula: C6H7N
Method: DFT, ωB97M-V/def2-TZVPD

Element x y z (Å)
C (-1.85, 0.48, -1.21)
C (-0.54, 0.30, -0.45)
N (-0.40, -0.89, 0.06)
C (0.78, -1.23, 0.90)
C (1.48, 0.00, 1.43)
C (1.49, 1.00, 0.59)
C (0.72, 1.15, -0.54)
H (-1.71, 1.50, -1.69)
H (-2.57, 0.39, -0.46)
H (-1.80, -0.33, -1.82)
H (1.35, -2.13, 0.40)
H (0.43, -1.87, 1.70)
H (1.71, 0.05, 2.52)
H (0.91, 1.58, -1.43)

Summary:
gap between HOMO and LUMO: 8.42 eV
total charge: 0
SMILES: CC1=NCC=C=C1
spin multiplicity: 1

---

Verdict on stability: #A comes out at the bottom.

---

#A
Molecular formula: C4H6OS
Method: DFT, ωB97M-V/def2-TZVPD

Element x y z (Å)
C (0.40, -2.21, 1.56)
C (1.27, -1.22, 1.03)
C (0.55, 0.08, 0.81)
C (-0.25, 0.40, -0.35)
O (-1.31, -0.49, -0.52)
S (-0.25, 1.81, -1.31)
H (0.60, -3.30, 1.67)
H (-0.44, -2.01, 2.19)
H (2.32, -1.48, 0.56)
H (1.36, 0.90, 0.86)
H (-0.11, 0.07, 1.62)
H (-1.00, -1.40, -0.04)

Summary:
gap between HOMO and LUMO: 8.66 eV
total charge: 0
SMILES: C=CCC(O)=S
spin multiplicity: 1

---

#B
Molecular formula: C4H6OS
Method: DFT, ωB97M-V/def2-TZVPD

Element x y z (Å)
C (-1.47, -1.12, 0.46)
C (-1.48, 0.05, 0.25)
C (2.06, -1.13, -0.36)
C (-1.79, 1.39, -0.12)
O (3.56, 0.73, 0.21)
S (2.17, 0.43, 0.01)
H (-1.52, -2.21, 0.47)
H (1.19, -1.74, -0.38)
H (2.86, -1.73, -0.05)
H (-1.85, 1.55, -1.12)
H (-1.00, 2.13, 0.32)
H (-2.71, 1.63, 0.30)

Summary:
gap between HOMO and LUMO: 9.52 eV
total charge: 0
spin multiplicity: 1

---

#C
Molecular formula: C4H6OS
Method: DFT, ωB97M-V/def2-TZVPD

Element x y z (Å)
C (0.57, 1.32, 0.56)
O (0.35, 0.24, 1.47)
C (0.23, -0.90, 0.63)
C (-0.73, -1.97, 0.10)
C (-0.79, -0.51, -0.36)
S (0.14, 0.81, -1.22)
H (-0.11, 2.15, 0.95)
H (1.66, 1.62, 0.59)
H (1.21, -1.08, 0.18)
H (-0.29, -2.78, -0.48)
H (-1.62, -2.32, 0.62)
H (-1.63, -0.08, 0.21)

Summary:
gap between HOMO and LUMO: 9.61 eV
total charge: 0
SMILES: C1O[C@H]2C[C@@H]2S1
spin multiplicity: 1

---

Verdict on stability: #B comes out at the bottom.

---

#A
Molecular formula: C4H6OS
Method: DFT, ωB97M-V/def2-TZVPD

Element x y z (Å)
C (1.41, -0.62, 0.25)
C (1.52, 0.73, 0.13)
S (0.20, 1.84, -0.16)
C (-1.09, 0.60, -0.61)
C (-1.05, -0.61, 0.31)
O (0.22, -1.32, 0.20)
H (2.29, -1.27, 0.35)
H (2.54, 1.09, 0.33)
H (-2.09, 0.99, -0.60)
H (-0.83, 0.22, -1.60)
H (-1.81, -1.32, -0.02)
H (-1.32, -0.33, 1.41)

Summary:
gap between HOMO and LUMO: 8.70 eV
total charge: 0
SMILES: C1=CSCCO1
spin multiplicity: 1

---

#B
Molecular formula: C4H6OS
Method: DFT, ωB97M-V/def2-TZVPD

Element x y z (Å)
C (-0.04, -0.38, 1.41)
C (0.28, 0.44, 0.10)
C (-1.00, 0.72, -0.75)
O (-1.19, 1.86, -1.07)
C (0.97, -0.34, -0.99)
S (0.71, -1.95, -1.01)
H (-0.20, -1.43, 1.08)
H (-0.77, 0.13, 1.90)
H (0.90, -0.39, 2.03)
H (0.72, 1.32, 0.29)
H (-1.69, -0.20, -1.07)
H (1.30, 0.22, -1.91)

Summary:
gap between HOMO and LUMO: 8.11 eV
total charge: 0
SMILES: C[C@H](C=O)C=S
spin multiplicity: 1

---

Verdict on stability: #B comes out at the bottom.

---

#A
Molecular formula: C4H6OS
Method: DFT, ωB97M-V/def2-TZVPD

Element x y z (Å)
C (-0.02, -0.08, -1.48)
C (-0.45, -0.61, 1.31)
C (-0.19, 0.77, 0.69)
C (0.79, 0.44, -0.36)
H (0.57, -0.87, -2.09)
H (-0.62, 0.70, -1.97)
H (0.65, -1.07, 1.68)
H (-1.11, -0.61, 2.22)
H (-1.07, 1.18, 0.25)
H (1.71, -0.20, -0.45)
O (0.85, 1.61, 0.50)
S (-1.09, -1.27, -0.30)

Summary:
gap between HOMO and LUMO: 9.73 eV
total charge: 0
spin multiplicity: 1

---

#B
Molecular formula: C4H6OS
Method: DFT, ωB97M-V/def2-TZVPD

Element x y z (Å)
C (-0.77, 1.87, -1.36)
C (-0.49, 1.30, 0.03)
C (-0.03, -0.25, 0.24)
S (-0.98, -1.24, 1.06)
C (1.33, -0.78, -0.18)
O (2.19, -0.05, -0.67)
H (-1.65, 1.40, -1.91)
H (-0.77, 2.93, -1.38)
H (0.20, 1.33, -1.89)
H (0.24, 2.22, 0.43)
H (-1.47, 1.46, 0.76)
H (1.37, -1.94, 0.09)

Summary:
gap between HOMO and LUMO: 7.96 eV
total charge: 0
SMILES: CCC(=S)C=O
spin multiplicity: 1

---

Verdict on stability: #A comes out at the bottom.

---

#A
Molecular formula: C4H6OS
Method: DFT, ωB97M-V/def2-TZVPD

Element x y z (Å)
C (1.79, -1.06, -0.59)
C (0.70, 2.23, 0.06)
C (1.22, -0.34, 0.37)
C (0.93, 1.04, 0.15)
O (-1.48, -1.28, -0.24)
S (-2.74, -0.48, -0.28)
H (2.23, -2.07, -0.42)
H (2.03, -0.51, -1.51)
H (-2.52, 0.80, 0.28)
H (0.44, 3.24, -0.02)
H (0.92, -0.76, 1.30)
H (-3.52, -0.81, 0.91)

Summary:
gap between HOMO and LUMO: 9.40 eV
total charge: 0
spin multiplicity: 1

---

#B
Molecular formula: C4H6OS
Method: DFT, ωB97M-V/def2-TZVPD

Element x y z (Å)
C (-1.65, -1.32, 0.14)
C (-1.04, -0.03, -0.08)
O (-1.69, 0.98, -0.14)
C (0.45, 0.30, -0.04)
C (0.78, 1.75, 0.14)
S (1.58, -0.87, -0.04)
H (-1.37, -1.99, 0.94)
H (-1.35, -1.89, -0.72)
H (-2.65, -0.93, 0.13)
H (1.77, 2.04, -0.12)
H (0.19, 2.40, -0.55)
H (0.47, 2.21, 1.13)

Summary:
gap between HOMO and LUMO: 7.89 eV
total charge: 0
SMILES: CC(=O)C(C)=S
spin multiplicity: 1

---

#C
Molecular formula: C4H6OS
Method: DFT, ωB97M-V/def2-TZVPD

Element x y z (Å)
C (0.92, -0.59, 0.09)
C (1.67, -1.23, -0.71)
C (0.26, 0.35, 0.94)
C (-1.14, 0.44, 0.26)
O (-0.95, 1.14, -0.91)
S (-1.79, -1.21, 0.12)
H (1.76, -2.26, -0.60)
H (1.99, -0.63, -1.59)
H (0.15, 0.01, 2.00)
H (0.71, 1.46, 0.75)
H (-1.78, 1.02, 0.89)
H (-1.80, 1.49, -1.24)

Summary:
gap between HOMO and LUMO (alpha / beta): 5.96 / 8.81 eV
total charge: 0
spin multiplicity: 1

---

Verdict on stability: #C comes out at the bottom.